Molecular formula: C14H14N4O5S2
Method: DFT, the ωB97M-V functional and the def2-TZVPD basis

Computed properties:
2S+1: 1
E_LUMO: 0.05 eV
SMILES: COC(=O)c1ccccc1NC(=O)COC(=O)CSc1nnc(N)s1
frontier orbital gap: 8.74 eV
ΔE to the lowest compared entry with this formula, charge and spin: 191.44 kcal per mole
HOMO level: -8.699 eV
net charge: 0
total energy: -1933.10614 a.u.

```
39
Properties=species:S:1:pos:R:3:forces:R:3:nbo_charge:R:1
C -0.0753 2.4391 -1.4607 -5.2485 0.5303 -7.1587 -0.258
H -0.0065 1.5782 -2.1920 0.7005 1.1502 0.4801 0.197
H 0.7483 2.4842 -0.9247 3.6911 0.7544 2.7911 0.184
H -0.4632 3.3280 -2.0752 1.8296 -0.7866 0.7955 0.200
O -1.2902 2.1812 -0.8052 1.4587 -3.0068 3.5274 -0.500
C -0.9863 1.0220 -0.0432 -2.1838 -0.5094 -0.9115 0.815
O 0.0158 0.3606 -0.1735 0.0815 0.7915 0.1041 -0.589
C -2.1512 0.5837 0.7681 -0.1642 4.8319 -2.4326 -0.276
C -3.1741 1.5050 0.8517 -4.5472 -0.2155 3.8224 -0.114
C -4.3035 1.3468 1.8143 7.1493 -5.6674 -1.3279 -0.223
C -4.1221 0.0334 2.6091 -8.9879 7.0554 -0.6930 -0.125
C -3.1492 -0.8101 2.4179 -4.9304 -5.4041 7.5892 -0.318
C -2.2961 -0.4034 1.5880 10.0592 -7.5717 -0.7900 0.252
N -1.0535 -1.4882 1.6706 -2.0694 11.7463 -7.6503 -0.592
C -0.9687 -2.6124 2.1568 1.0134 -1.7352 5.2472 0.564
O -1.5579 -2.9867 3.1578 -1.9719 -2.0997 0.7767 -0.659
C 0.3045 -3.1568 1.9164 5.7436 -6.7587 -1.5541 -0.173
H 0.1575 -4.2043 1.5121 -0.5059 0.6476 -0.0128 0.212
H 0.9357 -3.5884 2.7814 -1.3615 1.7546 -0.5006 0.240
O 1.2486 -2.5805 1.0118 -1.6114 0.8161 -0.9998 -0.611
C 1.1469 -3.0260 -0.4456 6.8598 13.1703 8.1297 0.822
O 0.8071 -4.0066 -0.6470 -6.9647 -16.0563 -4.4304 -0.465
C 1.9762 -2.1457 -1.1873 -2.5937 4.0126 -2.8628 -0.710
H 2.5476 -2.5757 -1.9232 1.0365 -1.8444 -1.6239 0.256
H 1.1566 -1.5928 -1.8662 1.7979 -0.3510 1.4747 0.297
S 3.0323 -1.1072 -0.2790 1.1102 3.1408 0.6696 0.280
C 3.0644 0.4572 -1.4050 1.9175 -4.9433 5.5122 -0.018
N 2.5633 0.2412 -2.4924 -0.4624 5.1648 -3.6106 -0.291
N 2.8444 1.6519 -3.0923 -5.5974 -6.1790 -5.1594 -0.364
C 3.5366 2.4017 -2.4498 0.7186 -2.1057 1.7740 0.139
N 3.8813 3.4869 -2.9583 2.2690 7.2216 -1.6925 -0.764
H 4.6594 4.0119 -2.6933 1.1940 0.5562 1.1695 0.387
H 3.6441 3.7716 -3.8579 -1.0527 -0.2779 -1.6373 0.406
S 4.0996 1.8173 -1.0282 0.5833 -1.5224 3.7994 0.374
H -0.3617 -1.0538 0.9438 -0.9892 -1.9490 1.8458 0.443
H -3.1686 -1.7896 3.2415 0.8632 2.7615 -3.2671 0.331
H -5.1873 -0.0672 3.1400 2.9545 -0.6241 -0.2365 0.219
H -4.9357 2.1016 2.0770 -1.8949 1.6365 0.3818 0.211
H -3.1192 2.3919 0.3417 0.1059 1.8657 -1.3387 0.221
```
Positions in Å, forces in eV/Å.


Molecular formula: C14H14N6OPdS
Method: DFT, the ωB97M-V functional and the def2-TZVPD basis

Computed properties:
2S+1: 3
E_LUMO (alpha / beta): 0.06 / -1.33 eV
frontier orbital gap (alpha / beta): 7.46 / 6.86 eV
ΔE to the lowest compared entry with this formula, charge and spin: 0.00 kcal per mole
HOMO level (alpha / beta): -7.402 / -8.185 eV
net charge: 0
total energy: -1471.57754 a.u.

```
37
Properties=species:S:1:pos:R:3:forces:R:3:lowdin_spin:R:1
Pd -0.2298 -0.3717 -0.9255 -0.5682 0.5878 0.7410 1.334
S 3.9132 1.1959 -1.2515 0.3127 0.6525 -0.1628 0.012
C 4.0874 -0.4758 -1.3876 -0.5369 -0.3508 -0.1006 0.011
C 2.8762 -1.1177 -1.5072 -0.0901 -0.3926 0.2908 0.028
C 1.7602 -0.2115 -1.4295 1.0043 -0.3822 -0.4510 0.188
C 2.2113 1.0879 -1.3733 -0.4401 -0.0110 0.7719 0.022
C 1.3050 2.2095 -1.1227 -0.8430 -0.9711 -0.7507 0.005
C 1.6634 3.5508 -1.0916 -0.1760 -1.1075 0.0548 0.001
C 0.7155 4.4969 -0.9445 -0.9133 0.6414 0.9571 -0.002
C -0.6157 4.1081 -0.7690 0.2554 0.7244 0.2712 0.003
C -0.9433 2.7708 -0.8213 0.5199 -0.1292 -0.0922 0.010
N 0.0113 1.8280 -1.0193 -0.5661 1.0141 0.1550 0.085
H 5.0859 -0.8603 -1.3480 0.1908 -0.3850 -0.1025 0.002
H 2.7924 -2.2246 -1.5762 0.0601 1.0108 0.0543 0.003
H 2.6794 3.7722 -1.0837 1.6359 0.5386 -0.2466 0.000
H 0.9837 5.5362 -0.7724 -0.0107 -0.1151 -0.3345 0.000
H -1.2750 4.9087 -0.4478 -0.4944 -0.4660 -0.3640 0.001
H -1.9858 2.4596 -0.6935 0.5317 -0.1762 -0.0197 0.001
N -2.5924 -0.3686 0.2128 -0.0062 -1.0377 -0.4750 0.031
C -2.9761 -1.7764 0.4214 -0.9522 0.2056 -1.5230 0.002
C -2.4536 -2.6377 -0.7028 1.2215 -1.0114 -0.6444 0.012
N -0.9590 -2.4821 -0.8817 -1.5917 0.4723 -0.6300 0.065
H -2.1895 0.0094 1.0486 -0.1181 0.6215 0.3214 0.000
H -3.3793 0.1409 -0.1630 0.1854 0.3497 0.3654 0.000
H -4.0785 -1.9232 0.3936 0.5411 0.2520 0.3081 0.001
H -2.6233 -2.1737 1.3392 0.4331 -0.0619 1.0524 0.000
H -2.8979 -2.3889 -1.6688 -0.0688 0.2614 0.1245 0.001
H -2.7004 -3.7082 -0.5338 0.0770 0.5506 0.1063 0.003
H -0.6582 -2.9383 -1.7348 0.1146 -0.1883 0.2779 0.005
H -0.4634 -2.8145 -0.0902 0.6491 -0.6888 0.7574 0.001
O 0.1714 -0.0413 1.3291 -0.8933 0.5138 -0.3876 0.165
N 0.5177 -1.1603 1.7900 0.6639 -1.3866 -0.2932 0.015
C 0.4360 -1.4544 3.0635 0.4907 -0.7943 -0.3842 0.001
C -0.1302 -0.6222 4.0383 -0.0113 0.6695 0.1255 0.001
N -0.6004 0.1495 4.7420 -0.3808 0.3311 0.5156 -0.002
C 1.0145 -2.7314 3.4201 -0.7333 1.5032 -0.7163 0.000
N 1.5272 -3.7415 3.5412 0.5071 -1.2444 0.4278 -0.002
```
Positions in Å, forces in eV/Å.


Molecular formula: C14H15AsCeN5O8S
Method: DFT, the ωB97M-V functional and the def2-TZVPD basis

Computed properties:
2S+1: 2
E_LUMO (alpha / beta): -0.18 / -0.18 eV
frontier orbital gap (alpha / beta): 7.37 / 9.04 eV
ΔE to the lowest compared entry with this formula, charge and spin: 37.76 kcal per mole
HOMO level (alpha / beta): -7.550 / -9.220 eV
net charge: 0
total energy: -4527.46700 a.u.

```
45
Properties=species:S:1:pos:R:3:forces:R:3:lowdin_spin:R:1
Ce 0.3187 0.1071 0.3868 -1.2440 -1.4828 -2.8171 1.009
N -1.2731 -0.6167 2.2924 -0.6608 0.2442 -0.3955 -0.002
C -2.4969 -0.6199 1.4265 -0.1056 -0.2766 0.3455 0.000
C -2.5490 0.6457 0.5629 0.4249 0.2163 -0.7982 0.000
O -3.3083 1.5364 0.8802 -0.0391 0.0126 -0.1498 0.000
O -1.6968 0.6413 -0.4469 -1.5880 0.3401 0.7336 -0.002
H -1.1545 -1.4890 2.7884 0.0152 -0.1720 0.0415 0.000
H -1.3775 0.1244 2.9738 0.0886 0.0842 0.1678 0.000
H -3.4221 -0.6394 1.9966 0.0046 -0.1668 0.1937 0.000
H -2.4474 -1.4923 0.7761 0.0019 -0.0780 -0.0159 0.000
N 1.1059 -0.1778 -4.2046 0.2152 0.3652 -0.0944 0.000
C 1.7104 1.0711 -4.1709 -0.1633 -0.4297 -0.2620 0.000
C 1.6468 1.4681 -2.8805 -0.0920 -0.0959 0.3665 0.000
N 1.0220 0.4961 -2.1240 0.1921 0.3992 0.0193 0.000
C 0.7119 -0.4698 -2.9461 -0.3900 -0.7105 -0.0543 0.000
C 0.0164 -1.7056 -2.5346 0.3357 0.6044 -0.5029 0.000
N -0.4376 -1.9065 -1.3315 -0.1100 -0.4042 0.2446 0.000
C -0.9810 -3.1734 -1.3361 0.0566 0.2760 0.1601 0.000
C -0.8636 -3.7244 -2.5694 0.1518 0.1477 -0.3547 0.000
N -0.2218 -2.7709 -3.3387 -0.1232 -0.2653 0.1352 0.000
H 0.9883 -0.7436 -5.0237 -0.0194 -0.0097 -0.0724 0.000
H 2.1119 1.5337 -5.0546 -0.0043 -0.0071 0.0223 0.000
H 2.0105 2.3800 -2.4394 -0.0099 -0.0167 0.0292 0.000
H -1.4122 -3.6114 -0.4512 0.0104 0.0464 -0.0207 0.000
H -1.1624 -4.6751 -2.9748 0.0094 0.0289 0.0348 0.000
H 0.0364 -2.8772 -4.3020 0.0129 -0.0417 -0.0332 0.000
O 1.0391 -2.6433 2.9770 -0.5172 -0.6441 0.3675 0.000
As 2.2312 -1.6070 2.2125 1.3975 -0.8427 -0.8080 0.000
O 3.7048 -2.2755 2.4275 -0.3606 0.3623 -0.0041 0.000
O 1.6466 -1.6155 0.5942 0.9468 -0.3762 1.6871 -0.004
C 1.9919 -0.1065 3.4859 0.0311 0.5803 0.0777 0.000
C 2.0721 -0.6395 4.7736 -0.0261 0.3387 -0.0720 0.000
C 2.1156 0.1924 5.8848 0.0101 -0.1563 0.1465 0.000
C 2.0968 1.5676 5.7511 0.0139 0.0873 0.0557 0.000
C 2.0274 2.1336 4.4888 0.0301 -0.2955 -0.0393 0.000
C 1.9775 1.3053 3.3758 0.0906 -0.6188 0.4914 0.000
S 1.7203 2.0906 1.8446 0.0546 0.1680 -0.1540 0.000
O 2.2174 3.4198 1.8359 0.1032 0.2963 0.1612 0.000
O 2.3443 1.1507 0.8753 0.6127 0.9092 0.2637 -0.002
O 0.2367 1.9633 1.6560 0.7770 1.5282 0.9022 -0.001
H 1.4108 -3.5384 2.9426 -0.1256 0.1267 0.0521 0.000
H 2.1172 -1.7083 4.9067 0.0059 -0.0535 0.0324 0.000
H 2.1790 -0.2531 6.8700 0.0009 0.0144 -0.0223 0.000
H 2.1408 2.2036 6.6260 0.0021 -0.0235 -0.0178 0.000
H 2.0186 3.2064 4.3530 -0.0166 -0.0088 -0.0429 0.000
```
Positions in Å, forces in eV/Å.


Molecular formula: C14H15AsF6N2RuS2
Method: DFT, the ωB97M-V functional and the def2-TZVPD basis

Computed properties:
2S+1: 2
E_LUMO (alpha / beta): -7.23 / -6.79 eV
frontier orbital gap (alpha / beta): 6.17 / 6.65 eV
ΔE to the lowest compared entry with this formula, charge and spin: 2.06 kcal per mole
HOMO level (alpha / beta): -13.398 / -13.443 eV
net charge: +1
total energy: -4378.04755 a.u.

```
41
Properties=species:S:1:pos:R:3:forces:R:3:lowdin_spin:R:1
Ru -0.3497 0.1721 0.3435 0.6755 -0.1152 0.3884 1.247
C 1.3109 -1.4204 -0.0970 -0.0649 -0.0026 -0.0431 0.016
C 0.0207 -1.9489 -0.4721 -0.0551 -0.0699 -0.1660 0.044
C -0.5407 -1.1064 -1.4644 0.0355 0.0293 0.1174 -0.011
C 0.3647 0.0097 -1.6517 0.0302 -0.0802 -0.1052 -0.024
C 1.5222 -0.2117 -0.8010 0.0404 0.0256 -0.1505 0.018
C 2.7643 0.6115 -0.7380 0.0052 -0.0036 -0.0160 0.003
C 0.2396 1.0386 -2.7239 -0.0071 0.0282 0.0204 -0.005
C -1.7807 -1.3805 -2.2416 -0.0142 0.0140 -0.0007 -0.004
C -0.6016 -3.2031 0.0296 0.0052 0.0048 0.0247 0.012
C 2.2883 -2.0745 0.8057 -0.0002 -0.0015 0.0218 0.002
H 3.0768 0.7686 0.2943 -0.0038 0.0017 0.0019 0.000
H 2.6384 1.5778 -1.2216 -0.0010 0.0094 0.0187 0.000
H 3.5727 0.0870 -1.2525 -0.0108 -0.0067 -0.0065 0.002
H -0.7918 1.3647 -2.8517 -0.0010 0.0004 -0.0020 -0.001
H 0.5691 0.6022 -3.6699 0.0035 0.0058 -0.0003 -0.002
H 0.8589 1.9099 -2.5228 -0.0039 0.0032 -0.0019 -0.001
H -2.5587 -1.8238 -1.6214 0.0018 -0.0089 -0.0045 -0.001
H -1.5450 -2.0946 -3.0345 -0.0075 0.0066 -0.0073 -0.001
H -2.1753 -0.4810 -2.7101 -0.0050 0.0021 0.0033 -0.001
H -1.6775 -3.0864 0.1566 0.0001 -0.0089 -0.0121 0.002
H -0.1783 -3.5118 0.9802 0.0042 -0.0005 0.0002 0.000
H -0.4398 -3.9994 -0.7021 0.0123 0.0013 -0.0006 0.005
H 2.8496 -1.3513 1.3908 0.0012 0.0104 -0.0135 0.000
H 2.9973 -2.6228 0.1764 -0.0143 -0.0197 0.0046 0.001
H 1.8144 -2.7790 1.4828 -0.0028 0.0175 0.0190 0.000
S 0.2255 2.4085 0.4456 -0.2807 -0.1384 -0.0494 -0.108
C -1.1954 3.2376 0.1758 0.1453 0.0401 -0.0440 -0.061
C -1.1471 4.6657 0.1085 -0.0549 -0.0207 0.0649 0.000
N -1.1056 5.8124 0.0568 0.0147 0.0017 -0.0258 -0.018
C -2.4133 2.5514 -0.0051 -0.0295 -0.0015 -0.0844 -0.095
S -2.4603 0.8817 0.0438 -0.0952 0.0553 0.0645 -0.043
C -3.6239 3.2597 -0.2776 0.0202 -0.0021 0.0442 -0.004
N -4.6034 3.8162 -0.5025 0.0011 0.0038 -0.0136 -0.044
F -0.2651 -1.3550 2.2358 -0.0767 0.0682 -0.0662 0.042
As 0.3206 -0.2430 3.5570 -0.1360 0.0445 -0.0800 0.000
F 1.4056 -1.4436 4.0703 0.0329 -0.0017 -0.0226 0.001
F -0.9472 -0.7799 4.5435 0.0205 -0.0122 0.0030 0.000
F 0.8440 0.9684 4.6128 0.0337 -0.0343 0.0429 0.000
F -0.7779 0.8795 2.7232 -0.1224 0.1242 0.1439 -0.001
F 1.4951 0.2937 2.3286 -0.0968 0.0302 -0.0675 0.029
```
Positions in Å, forces in eV/Å.